A cluster of 11 separate species, C72H158N8O11 in total in a non-equilibrium geometry. Source: OMol25; level of theory: wB97M-V/def2-TZVPD.

XYZ file:
```
249
Properties=species:S:1:pos:R:3:forces:R:3
O 1.068 -1.127 2.100 0.0 -0.6 0.6
H 1.093 -0.455 1.419 0.3 0.6 -0.3
H 0.378 -1.727 1.820 -0.2 -0.2 0.0
O 1.398 0.791 0.212 -0.2 0.4 0.2
H 2.028 1.400 -0.173 0.2 0.2 0.0
H 0.997 0.354 -0.539 0.0 -0.3 -0.5
O 1.432 -1.448 -1.694 0.2 0.3 0.2
H 1.373 -2.245 -1.166 -0.3 -0.3 0.3
H 1.654 -1.758 -2.572 -0.1 0.0 -0.2
C 3.362 0.396 4.119 -0.7 -1.4 -1.2
C 4.312 1.436 4.637 0.7 0.1 -0.3
C 3.533 2.780 4.487 1.2 0.3 1.8
C 4.122 3.828 5.428 0.9 -0.6 -0.6
C 4.089 3.301 6.855 0.2 1.2 -0.4
C 4.930 2.024 7.102 0.3 1.1 -0.6
N 4.616 1.067 6.024 -1.6 3.6 1.0
O 5.326 -0.061 6.212 1.1 -2.0 -0.3
C 6.487 2.450 7.315 -1.2 0.0 0.4
C 4.345 1.426 8.394 1.0 0.1 -0.4
C 5.586 1.469 3.771 -0.2 -0.3 -0.5
H 3.761 -0.611 3.997 0.5 0.0 0.2
H 2.988 0.615 3.119 0.1 0.4 -0.2
H 2.448 0.248 4.693 0.1 0.4 0.5
H 3.649 3.156 3.470 -0.7 -0.5 -0.2
H 2.532 2.609 4.883 -0.4 0.0 -0.8
H 3.761 4.846 5.282 -0.9 -0.1 0.3
H 5.164 3.997 5.155 0.4 -0.3 0.0
H 3.062 3.164 7.193 -0.2 -0.3 -0.2
H 4.437 4.175 7.405 0.4 -0.4 0.8
H 6.575 2.831 8.333 -0.1 -0.4 0.4
H 7.240 1.673 7.188 -0.4 -0.2 -0.1
H 6.831 3.343 6.793 -0.4 -0.2 -0.8
H 3.305 1.138 8.237 0.0 0.2 0.0
H 4.914 0.539 8.672 0.0 0.1 0.4
H 4.450 2.221 9.133 -0.2 -0.4 0.4
H 6.349 2.213 4.001 -0.3 0.2 0.4
H 5.255 1.648 2.748 0.2 0.0 -0.2
H 6.083 0.499 3.795 -0.1 -0.1 0.0
H 4.708 -0.598 6.713 0.2 -0.6 0.0
C 1.175 6.913 -0.793 0.8 0.6 -0.8
C 0.215 5.876 -0.285 -1.1 0.4 1.5
C 0.991 4.487 -0.093 0.7 1.4 1.6
C 1.931 4.553 1.211 -1.2 0.4 -2.1
C 1.024 4.794 2.368 -1.2 0.4 0.6
C 0.297 6.208 2.353 1.3 -0.4 -1.7
N -0.385 6.358 1.023 -0.3 -2.1 0.3
O -1.252 7.476 0.839 1.5 0.3 0.2
C -0.770 6.122 3.442 0.6 1.3 0.8
C 1.448 7.280 2.588 -1.4 -0.8 0.7
C -0.989 5.657 -1.214 0.7 -0.5 -0.4
H 1.856 7.217 0.002 0.2 -0.2 -0.2
H 0.775 7.852 -1.175 -0.7 -0.1 0.3
H 1.715 6.531 -1.659 0.4 -0.2 0.1
H 0.269 3.673 -0.043 0.1 -0.1 0.1
H 1.719 4.342 -0.891 -0.5 0.0 -0.6
H 2.584 5.403 1.013 0.2 0.0 0.2
H 2.576 3.676 1.266 -0.2 -0.2 0.2
H 1.457 4.613 3.352 0.4 0.5 0.1
H 0.235 4.042 2.358 -0.2 -0.1 -0.3
H -0.326 6.253 4.429 0.6 -0.6 0.1
H -1.400 7.011 3.493 -0.5 -0.2 -0.7
H -1.317 5.179 3.451 -0.1 0.2 -0.3
H 1.700 7.068 3.628 0.2 0.8 0.2
H 2.376 7.155 2.031 -0.4 -0.3 -0.3
H 1.058 8.281 2.407 0.1 0.1 0.3
H -1.485 6.529 -1.640 0.5 0.3 0.2
H -1.776 5.084 -0.723 0.2 -0.3 0.1
H -0.555 5.084 -2.034 -0.5 -0.1 -0.2
H -2.155 7.187 0.988 0.0 -0.5 0.1
C -2.182 1.918 -1.902 -0.5 -1.1 -0.6
C -1.927 0.876 -3.047 -0.1 0.7 -0.9
C -3.128 0.561 -3.948 -1.0 -2.0 2.1
C -3.790 1.610 -4.698 2.4 2.6 -1.2
C -2.615 2.169 -5.543 -1.6 0.9 -1.4
C -1.274 2.504 -4.907 -0.2 0.7 -0.5
N -0.937 1.443 -3.977 -0.4 -1.7 -1.1
O 0.334 1.484 -3.441 1.0 1.1 0.9
C -0.286 2.543 -6.113 0.5 -0.7 0.5
C -1.305 3.955 -4.313 0.4 -0.9 0.3
C -1.414 -0.471 -2.448 -0.1 1.0 0.4
H -2.674 2.836 -2.225 0.3 -0.1 -0.3
H -1.197 2.146 -1.496 -0.2 0.1 0.4
H -2.889 1.492 -1.189 0.4 -0.1 0.5
H -2.827 -0.208 -4.660 0.0 -0.4 0.3
H -3.904 0.217 -3.265 0.1 -1.0 0.2
H -4.069 2.422 -4.026 -0.8 -0.1 -0.1
H -4.553 1.271 -5.399 -0.3 0.1 0.5
H -2.926 3.094 -6.028 -0.1 0.4 0.1
H -2.529 1.546 -6.434 0.5 -0.7 0.2
H -0.750 2.864 -7.046 -0.1 0.5 0.3
H 0.612 3.119 -5.893 -0.1 0.2 -0.1
H 0.065 1.540 -6.356 0.0 -0.3 0.2
H -0.446 4.013 -3.644 0.2 0.2 -0.2
H -1.214 4.698 -5.105 0.0 0.0 0.0
H -2.171 4.192 -3.695 -0.2 -0.2 -0.2
H -1.139 -1.295 -3.106 0.4 0.6 -0.7
H -2.161 -0.979 -1.837 -0.4 0.6 0.4
H -0.577 -0.164 -1.820 0.0 -0.7 0.0
H 0.892 0.908 -3.967 -0.1 -0.2 -0.2
C -5.764 -2.257 6.267 0.4 -0.1 -0.4
C -4.538 -1.306 6.488 0.7 -1.9 2.1
C -3.528 -2.261 7.229 2.5 0.8 -0.5
C -2.043 -1.714 7.229 -1.1 0.9 -0.3
C -1.598 -1.309 5.736 -1.0 0.3 2.4
C -2.651 -0.236 5.134 3.4 0.4 1.3
N -3.956 -0.824 5.239 1.4 -2.5 0.7
O -4.869 -0.099 4.584 -2.3 1.9 -1.6
C -2.479 1.138 5.965 -0.1 -2.2 -0.5
C -2.116 0.084 3.688 -0.9 -0.7 0.8
C -4.861 -0.230 7.562 -0.6 1.2 -0.5
H -5.523 -3.196 5.769 0.6 0.4 -1.1
H -6.609 -1.794 5.757 -0.1 0.0 0.3
H -6.054 -2.781 7.178 -0.4 1.1 0.7
H -3.814 -2.383 8.274 -0.3 -0.1 -0.1
H -3.303 -3.236 6.797 -1.2 -0.3 -0.4
H -1.415 -2.393 7.805 0.3 -0.6 -0.8
H -2.035 -0.892 7.945 0.1 0.7 -0.5
H -1.455 -2.251 5.206 -0.6 0.1 -0.6
H -0.591 -0.894 5.770 -0.1 0.4 0.0
H -1.580 1.614 5.573 -0.3 0.4 0.0
H -3.416 1.688 5.878 0.4 0.4 -0.1
H -2.290 0.852 7.000 -0.1 0.4 0.0
H -2.309 -0.793 3.071 -0.3 0.4 -0.4
H -2.541 1.023 3.332 -0.3 -0.3 -0.4
H -1.034 0.206 3.649 0.1 0.0 0.6
H -5.685 -0.486 8.229 0.4 -0.7 0.3
H -5.251 0.719 7.196 0.0 0.0 -0.9
H -3.983 0.111 8.109 0.0 -0.5 0.2
H -5.292 -0.758 4.030 -0.2 0.0 -0.4
C -0.122 -6.242 -1.787 -0.1 2.2 0.6
C -1.052 -5.616 -0.660 -0.6 -0.6 0.9
C -1.717 -6.846 -0.028 -1.0 -0.1 0.9
C -2.341 -6.703 1.386 0.1 0.4 -1.6
C -1.382 -6.125 2.375 0.8 1.2 -0.5
C -0.672 -4.736 1.847 -1.9 -1.8 0.2
N -0.257 -4.956 0.414 -0.5 -3.4 1.0
O 0.504 -3.986 -0.115 1.0 2.9 -0.7
C -1.711 -3.574 1.910 0.3 -0.9 0.4
C 0.552 -4.610 2.775 0.9 0.9 -0.7
C -2.170 -4.667 -1.249 1.8 0.0 0.4
H 0.506 -5.454 -2.202 0.3 0.2 0.2
H -0.675 -6.526 -2.682 -0.3 -0.7 0.4
H 0.548 -6.980 -1.346 -0.3 -0.2 -0.3
H -2.555 -7.104 -0.676 0.2 -0.4 -0.3
H -1.023 -7.682 0.061 0.1 0.0 -0.4
H -2.763 -7.669 1.664 0.2 -0.1 0.2
H -3.201 -6.037 1.322 -0.2 0.2 0.0
H -0.546 -6.773 2.639 -0.1 -0.3 -0.2
H -1.982 -5.988 3.274 0.5 0.7 0.4
H -2.723 -3.978 1.897 -0.1 -0.1 -0.2
H -1.661 -3.056 2.867 0.2 0.4 -0.2
H -1.628 -2.942 1.026 0.2 0.4 0.3
H 1.379 -5.226 2.421 -0.1 -0.2 -0.4
H 0.945 -3.593 2.791 0.0 0.2 -0.1
H 0.490 -4.899 3.825 -1.0 0.0 0.0
H -2.967 -4.415 -0.549 -0.3 -0.8 0.0
H -2.475 -5.079 -2.211 -0.5 0.3 0.1
H -1.705 -3.688 -1.367 0.2 0.1 -0.6
H 1.425 -4.154 0.099 0.2 -0.4 0.2
C 5.179 1.353 -5.385 -0.1 -1.8 0.6
C 6.051 1.584 -4.133 -0.9 2.6 0.7
C 5.308 2.719 -3.269 -0.8 -1.3 0.7
C 4.234 2.022 -2.367 0.6 1.1 -1.4
C 4.757 0.935 -1.474 0.7 -1.2 -0.3
C 5.598 -0.182 -2.192 -0.9 0.0 -0.1
N 6.426 0.448 -3.254 -0.9 0.8 1.6
O 7.199 -0.531 -3.853 0.3 -0.4 -1.0
C 6.468 -0.889 -1.100 0.6 -0.1 -0.8
C 4.601 -1.293 -2.795 0.8 1.4 -0.5
C 7.307 2.292 -4.550 1.8 0.4 -0.4
H 4.201 0.956 -5.110 -0.3 0.2 0.2
H 5.614 0.507 -5.917 0.2 0.2 -0.5
H 5.022 2.214 -6.035 0.4 0.0 0.2
H 5.895 3.475 -2.748 1.0 -0.9 0.6
H 4.765 3.458 -3.859 -0.3 -0.6 -1.0
H 3.562 1.640 -3.135 -0.6 -0.3 0.4
H 3.740 2.838 -1.841 -0.3 -0.3 0.3
H 3.972 0.319 -1.035 -0.3 0.5 0.4
H 5.373 1.340 -0.672 0.0 0.2 0.0
H 7.533 -0.655 -1.119 0.0 0.5 -0.4
H 6.204 -0.666 -0.066 -0.6 -0.1 -0.1
H 6.459 -1.960 -1.302 -0.2 -0.1 0.4
H 3.848 -1.697 -2.120 0.4 0.1 0.3
H 4.064 -0.794 -3.601 -0.3 0.1 -0.1
H 5.163 -2.092 -3.279 0.1 -0.1 0.2
H 7.177 3.155 -5.203 -0.7 -0.1 -0.2
H 8.032 1.675 -5.082 -0.1 -0.3 -0.1
H 7.839 2.739 -3.710 0.0 -0.4 0.3
H 8.096 -0.251 -3.658 0.3 -0.2 0.0
C 1.560 -2.675 -4.605 0.4 -0.9 -1.1
C 1.379 -2.741 -6.169 -0.6 1.2 0.0
C 0.300 -1.673 -6.562 0.0 -0.6 -0.9
C 0.290 -1.371 -8.105 0.8 0.2 1.5
C 1.662 -0.873 -8.446 0.3 2.2 -0.3
C 2.849 -1.735 -8.144 -1.6 -1.5 0.0
N 2.662 -2.280 -6.757 -0.1 1.7 -0.8
O 3.824 -3.034 -6.421 -0.7 0.3 0.4
C 2.747 -2.897 -9.145 1.0 -0.6 -0.9
C 4.098 -0.851 -8.360 0.4 -0.9 0.4
C 0.939 -4.136 -6.636 1.1 -1.5 0.6
H 1.964 -1.724 -4.257 -0.4 0.5 -0.6
H 2.360 -3.356 -4.314 -0.2 -0.5 0.0
H 0.634 -2.956 -4.103 0.0 0.1 0.1
H -0.692 -1.989 -6.240 0.0 -0.5 0.0
H 0.434 -0.754 -5.992 0.4 0.2 -0.2
H -0.394 -0.538 -8.273 -0.3 -0.3 -0.3
H 0.117 -2.220 -8.767 -0.7 -0.1 0.4
H 1.864 0.081 -7.960 -0.3 0.2 0.6
H 1.728 -0.530 -9.479 -0.1 -0.5 -0.4
H 2.825 -2.543 -10.173 0.1 0.3 -0.1
H 3.530 -3.649 -9.051 0.3 0.1 0.3
H 1.828 -3.484 -9.149 -0.2 0.4 0.5
H 5.009 -1.422 -8.180 0.1 -0.1 -0.1
H 4.138 -0.482 -9.384 -0.2 -0.2 -0.1
H 4.175 0.038 -7.733 -0.5 -0.1 0.3
H 0.531 -4.330 -7.628 0.0 0.8 -0.1
H 0.333 -4.748 -5.968 -0.6 0.8 0.5
H 1.835 -4.754 -6.571 0.5 0.0 -0.4
H 4.177 -2.288 -5.930 1.2 -0.6 0.5
C -4.167 -1.337 1.284 -2.6 1.6 -0.1
C -5.562 -1.573 0.600 -0.3 -2.1 -1.1
C -5.511 -3.114 0.328 -1.0 -0.2 0.2
C -6.829 -3.828 0.103 -0.8 1.3 -0.8
C -7.819 -3.427 1.167 -0.2 0.6 0.2
C -8.083 -1.908 1.369 1.2 0.7 -1.0
N -6.704 -1.274 1.482 -0.1 -1.4 1.3
O -6.827 0.106 1.782 0.3 -0.2 -0.1
C -8.837 -1.057 0.259 0.1 -0.7 0.9
C -8.852 -1.801 2.721 0.7 0.3 -0.6
C -5.651 -0.893 -0.814 0.1 0.2 1.3
H -4.324 -0.308 1.606 1.1 0.4 0.0
H -3.366 -1.451 0.553 0.0 0.0 0.3
H -4.081 -1.916 2.203 0.2 -0.3 -0.3
H -4.891 -3.267 -0.555 0.4 -0.1 0.2
H -5.148 -3.670 1.193 0.8 0.4 0.2
H -6.657 -4.904 0.114 -0.2 0.0 -0.3
H -7.277 -3.487 -0.830 0.1 -0.5 -0.5
H -7.361 -3.762 2.097 -0.4 -0.1 0.4
H -8.804 -3.873 1.026 0.1 -0.4 0.1
H -8.264 -0.862 -0.647 0.0 -0.6 0.0
H -9.818 -1.476 0.035 0.0 0.0 -0.1
H -8.975 -0.061 0.681 -0.2 -0.1 0.1
H -9.858 -2.217 2.677 -0.1 0.1 -0.4
H -8.337 -2.385 3.484 0.2 0.2 0.1
H -8.912 -0.749 2.999 -0.1 -0.1 0.2
H -6.098 0.097 -0.723 0.4 0.2 0.1
H -6.300 -1.417 -1.516 0.3 -0.4 0.0
H -4.616 -0.847 -1.152 -0.2 0.2 -0.6
H -6.557 0.068 2.702 -0.1 0.8 0.1
```
Positions in Å, forces in eV/Å.

* SMILES: CC1(C)CCCC(C)(C)N1O.CC1(C)CCCC(C)(C)N1O.CC1(C)CCCC(C)(C)N1O.CC1(C)CCCC(C)(C)N1O.CC1(C)CCCC(C)(C)N1O.CC1(C)CCCC(C)(C)N1O.CC1(C)CCCC(C)(C)N1O.CC1(C)CCCC(C)(C)N1O.O.O.O
* F_max: 4.07 eV/A
* HOMO energy: -7.73 eV
* frontier orbital gap: 0.3004 hartree